A single C5H6N2O molecule in a non-equilibrium geometry. Source: OMol25; level of theory: ωB97M-V with the def2-TZVPD basis set.

- SMILES: C1=NN=C[C@@H]2C[C@@H]2O1
- Energy relative to the best compared isomer or geometry (same formula, charge and spin): 87.77 kcal/mol
- Total energy: -10305.79764 eV

The geometry in ORCA input format:
```
! RIJCOSX wB97M-V def2-TZVPD def2/J DEFGRID3
* xyz 0 1
C 0.70 -1.33 0.13
N 1.45 -0.47 0.59
N 1.60 0.81 -0.04
C 0.53 1.49 -0.28
C -0.91 1.06 -0.11
C -1.46 0.04 1.00
C -1.23 -0.38 -0.48
O -0.17 -1.15 -0.93
H 0.57 -2.30 0.89
H 0.80 2.47 -0.60
H -1.71 1.88 -0.25
H -2.55 0.28 1.22
H -0.84 -0.28 1.78
H -2.08 -0.62 -1.04
*
```